1.
Computed, not measured: C29H25Cl2N3O5S2Yb as an isolated structure at a distorted geometry, with the ωB97M-V functional and the def2-TZVPD basis.

Values from the calculation:
- 2S+1: 2
- M: 803.615 g mol⁻¹
- Total charge: +1
- Energy above the lowest of the compared OMol25 structures with the same formula, charge and spin: 0.00 kcal/mol

Atoms and positions in Å:
Yb -0.59634 -1.04535 -0.05718
S -4.13135 -0.65568 4.37411
C -5.09597 -0.18282 5.70439
C -4.42771 0.60427 6.59156
C -3.09326 0.84437 6.20393
C -2.77509 0.23323 5.00280
C -1.54772 0.32642 4.25505
C -1.47940 -0.27344 2.98597
N -0.44519 -0.14340 2.16821
C 0.61332 0.57358 2.56483
C 0.68363 1.15187 3.86666
C 1.85782 1.84001 4.26634
C 2.92610 1.94350 3.42182
C 2.88942 1.38469 2.11302
C 3.96908 1.47190 1.23215
C 3.86804 0.92518 -0.04647
C 2.65004 0.30553 -0.39782
N 1.60862 0.20251 0.41734
C 1.71236 0.71706 1.66353
C 4.98896 0.98964 -0.95708
C 5.01498 0.81375 -2.32708
C 6.30483 0.98903 -2.86941
C 7.23601 1.28732 -1.92531
S 6.57427 1.36446 -0.35003
C -0.42590 1.02461 4.70436
H -6.13483 -0.51378 5.77144
H -4.86539 1.02845 7.50603
H -2.38078 1.45663 6.77898
H -2.28916 -0.89782 2.61657
H 1.90207 2.27985 5.27361
H 3.84264 2.46644 3.73139
H 4.88988 1.97991 1.53797
H 2.51400 -0.14496 -1.38235
H 4.12647 0.58620 -2.93408
H 6.52381 0.88757 -3.94376
H 8.29887 1.47689 -2.07320
H -0.40598 1.46378 5.70803
O -2.13070 -2.49782 -1.17114
C -2.42639 -2.28372 0.03474
O -1.57945 -2.56887 0.96859
C -3.34262 -1.08824 0.31464
O -4.54835 -1.01486 0.53602
O -2.47465 -0.13420 0.20181
Cl 0.84746 -2.81503 -1.56577
C 1.75008 -3.63778 -0.27458
Cl 1.40897 -2.75505 1.22501
H 2.81820 -3.59633 -0.49255
H 1.39217 -4.66320 -0.17718
O -0.61463 -0.19313 -2.07282
C -1.58517 -0.57008 -2.75391
C -2.93914 0.09195 -2.70991
C -3.24331 0.60894 -4.12692
C -2.00076 1.02501 -4.95030
C -1.34326 -0.11715 -5.75147
C -0.57023 -1.10302 -4.87078
N -1.42045 -1.49065 -3.76019
H -2.89427 0.90392 -1.96467
H -3.71995 -0.61551 -2.35927
H -3.92633 1.47496 -4.05209
H -3.80815 -0.15659 -4.70776
H -1.24355 1.50462 -4.28377
H -2.30604 1.81142 -5.66056
H -0.65199 0.31947 -6.49977
H -2.12403 -0.66067 -6.33106
H 0.34529 -0.64488 -4.44269
H -0.26764 -2.00517 -5.42141
H -2.30220 -1.88977 -4.07656

Atoms 1-3, force components in eV/Å:
4.19 2.45 0.28
0.08 0.45 0.56
-0.59 -0.27 -0.01

Results of the Löwdin charge analysis, in e, for atoms 1 through 2:
1 Yb 1.436
2 S 1.094



2.
Computed, not measured: C29H25FeGeN4S2 as an isolated structure at a distorted geometry, with the ωB97M-V functional and the def2-TZVPD basis.

Values from the calculation:
- 2S+1: 5
- M: 622.136 g mol⁻¹
- Total charge: -1
- Electronic energy: -149011.446 eV

Atoms and positions in Å:
Fe -1.28747 0.79403 0.80641
C -5.91076 0.52401 4.59836
N -5.46997 -0.16578 3.42090
C -5.89520 0.01323 2.11864
C -4.93666 -0.50696 1.33643
N -3.98710 -1.10756 2.17446
C -4.34966 -0.92554 3.43045
S -3.61385 -1.45684 4.89395
C -2.92285 -1.89849 1.66423
C -3.10141 -3.25658 1.49240
C -2.12055 -4.04742 1.01028
C -0.93399 -3.42885 0.58932
C -0.84125 -2.02556 0.70138
N -1.82406 -1.29951 1.31392
H -6.07233 -0.22562 5.42157
H -6.86706 1.03217 4.41822
H -5.20983 1.23833 4.99758
H -6.80671 0.48258 1.95395
H -4.86538 -0.50694 0.26327
H -4.03663 -3.76460 1.76944
H -2.27914 -5.08962 0.80783
H -0.04629 -3.94717 0.16620
H 0.10828 -1.46015 0.54732
C -0.09313 1.40175 -0.45581
Ge 1.63730 0.93959 -1.03367
C 1.52422 -0.11574 -2.71835
C 2.06385 -1.37774 -2.89254
C 1.70906 -2.13165 -4.02488
C 0.68715 -1.67795 -4.86691
C -0.01072 -0.49913 -4.56310
C 0.37029 0.22782 -3.45241
C 2.83839 2.50518 -1.47289
C 2.89419 3.55441 -0.54283
C 3.59158 4.72075 -0.78462
C 4.25306 4.84947 -1.99591
C 4.33076 3.77836 -2.88324
C 3.62018 2.62697 -2.64702
C 2.84550 -0.16029 0.03549
C 4.20225 -0.10624 -0.29999
C 5.09887 -0.92638 0.34528
C 4.69534 -1.80388 1.36001
C 3.40996 -1.71342 1.83504
C 2.48991 -0.88538 1.15565
H -0.55339 2.38590 -0.63061
H 2.87069 -1.64795 -2.20373
H 2.09021 -3.17574 -4.23956
H 0.28557 -2.34062 -5.66210
H -0.90614 -0.20666 -5.12740
H -0.13701 1.13648 -3.22501
H 2.25506 3.40999 0.39437
H 3.38194 5.56986 -0.14591
H 4.74958 5.78512 -2.23349
H 4.95892 3.96181 -3.75669
H 3.58053 1.77584 -3.34271
H 4.61631 0.49341 -1.10087
H 6.16701 -1.01910 0.06826
H 5.42448 -2.53092 1.80306
H 3.10306 -2.29620 2.69214
H 1.58869 -0.76885 1.67778
S -5.31352 3.23928 2.02065
C -4.00460 2.34713 1.64628
N -3.04552 1.70356 1.37170

Atoms 1-3, force components in eV/Å:
-0.98 0.04 0.51
-1.62 -0.96 1.42
0.35 -0.23 -0.08

Results of the Löwdin charge analysis, in e, for atoms 1 through 2:
1 Fe 0.541
2 C -0.093



3.
Computed, not measured: C29H26BN11S2V as an isolated structure at a distorted geometry, with the ωB97M-V functional and the def2-TZVPD basis.

Values from the calculation:
- 2S+1: 3
- M: 654.494 g mol⁻¹
- Total charge: +1
- Energy above the lowest of the compared OMol25 structures with the same formula, charge and spin: 37.54 kcal/mol

Atoms and positions in Å:
V 0.32550 0.23650 -0.26370
C 0.06960 3.28850 -2.97050
C -0.12270 1.93470 -2.70250
N 0.24760 1.68720 -1.45590
N 0.67800 2.81910 -0.90310
C 0.57540 3.81530 -1.79880
B 0.94110 2.92770 0.63300
N -0.40760 2.51480 1.25010
C -1.28560 3.09920 2.08040
C -2.37360 2.26460 2.21860
C -2.06790 1.15770 1.43150
N -0.88600 1.32220 0.86050
N 1.95170 1.85980 1.13170
C 3.01810 2.01380 1.94030
C 3.55750 0.76510 2.17950
C 2.74480 -0.11400 1.46990
N 1.78530 0.56680 0.86860
N 1.55970 4.26950 0.89340
C 1.27380 5.37690 1.61870
C 2.31250 6.26090 1.47230
C 3.21180 5.60680 0.61650
N 2.75540 4.42250 0.27810
H -0.12510 3.80930 -3.88290
H -0.48390 1.14780 -3.34320
H 0.87590 4.81930 -1.57250
H -1.10020 4.04360 2.54630
H -3.25400 2.42790 2.80460
H -2.64530 0.26610 1.27840
H 3.34750 2.97910 2.27080
H 4.40500 0.51540 2.78290
H 2.80350 -1.18410 1.38170
H 0.35770 5.48510 2.15920
H 2.42040 7.22800 1.91610
H 4.14540 5.95900 0.22410
S 2.64280 -2.11030 -3.42290
C 3.64140 -0.73780 -3.02630
C 4.83960 -0.36520 -3.61310
C 5.44460 0.79460 -3.17150
C 4.85560 1.57250 -2.17680
C 3.66160 1.20850 -1.59310
C 3.03670 0.02910 -2.00580
N 1.84350 -0.48900 -1.57110
C 1.50400 -1.56770 -2.22830
C 0.18270 -2.08990 -2.01550
C -0.41130 -3.06060 -2.82250
C -1.75010 -3.34930 -2.65020
C -2.47580 -2.69240 -1.66810
C -1.87080 -1.74140 -0.85700
C -0.53690 -1.40210 -1.02110
H 5.27720 -0.96380 -4.39720
H 6.37060 1.11870 -3.61870
H 5.33620 2.48290 -1.85130
H 3.21980 1.85930 -0.85730
H 0.16500 -3.54720 -3.59530
H -2.23130 -4.05930 -3.30300
H -3.52680 -2.90600 -1.55300
H -2.46790 -1.25590 -0.09420
C -2.59340 -2.14630 4.19240
N -1.90450 -3.09800 3.36600
C -2.18520 -4.44070 3.30700
C -1.38230 -4.99380 2.37260
N -0.61030 -3.97960 1.86120
C -0.92320 -2.81190 2.47510
S -0.19070 -1.32800 2.25340
H -2.79730 -2.58510 5.16620
H -3.54490 -1.86170 3.73790
H -1.97230 -1.26080 4.31630
H -2.93100 -4.88520 3.93340
H -1.29560 -6.00630 2.04050
H 0.09800 -4.06700 1.15250

Atoms 1-3, force components in eV/Å:
-1.40 -3.42 -0.20
-0.01 -0.07 0.13
0.11 0.29 -0.40

Results of the Löwdin charge analysis, in e, for atoms 1 through 2:
1 V 0.797
2 C -0.010